i) Density functional theory data (the ωB97M-V functional and the def2-TZVPD basis) for a cluster of 2 separate species, C2H8N3 in total.

As for the spin multiplicity: 1. The HOMO energy is -13.84 eV. As for the total charge: +1.

Each line ends with the natural charge from an NBO analysis.
Atoms and positions in Å:
N: 0.984 0.550 -0.038  -0.0893
H: 0.640 -1.472 -0.409  0.2325
N: 1.605 1.517 -0.677  -0.5956
H: 1.402 2.538 -0.404  0.4260
H: 1.059 -0.050 2.180  0.2274
H: 1.649 1.398 -1.695  0.4090
H: -0.538 0.606 1.734  0.2242
N: -1.609 -1.160 -0.460  -1.0144
C: 0.379 0.209 1.358  -0.1881
H: -2.376 -0.702 0.005  0.3792
H: -1.944 -2.045 -0.315  0.3895
H: -1.736 -0.775 -1.356  0.3830
C: 0.486 -0.614 0.079  0.2167

ii) Density functional theory data (the ωB97M-V functional and the def2-TZVPD basis) for the ion C2H8N3 with charge +1.

Its SMILES is C=NNC[NH3+]. As for the spin multiplicity: 1. The HOMO energy is -14.17 eV. As for the total charge: +1.

Each line ends with the natural charge from an NBO analysis.
Atoms and positions in Å:
H: -2.433 1.175 0.185  0.4593
H: 3.055 1.096 -0.003  0.2248
H: 2.684 -0.660 -0.588  0.1954
C: 2.420 0.284 -0.075  -0.0398
H: -0.670 1.318 -0.016  0.4816
H: -1.602 0.362 -1.144  0.4646
N: 1.171 0.506 0.094  -0.2984
H: -1.856 -1.281 0.246  0.2296
N: -1.528 0.746 -0.144  -0.7159
N: 0.142 -0.808 -0.229  -0.5622
H: -0.879 -0.513 1.546  0.2237
C: -1.049 -0.509 0.484  -0.0762
H: 0.545 -1.716 -0.357  0.4134

iii) Density functional theory data (the ωB97M-V functional and the def2-TZVPD basis) for a cluster of 2 separate species, C2H8N3 in total.

As for the spin multiplicity: 1. The HOMO energy is -14.42 eV. As for the total charge: +1.

Each line ends with the natural charge from an NBO analysis.
Atoms and positions in Å:
N: 2.115 0.583 0.593  -0.7065
H: -0.154 -1.559 1.032  0.4347
N: 0.566 -1.085 0.499  -0.7249
H: 1.507 1.210 0.086  0.4212
H: -1.784 1.744 -0.581  0.1770
H: -2.001 -0.945 -1.593  0.3711
N: -1.592 -0.171 -1.074  -0.6926
H: 3.106 0.783 0.579  0.4383
C: -2.321 0.857 -0.917  0.0143
C: 1.665 -0.585 0.993  0.4113
H: -0.002 -0.487 -0.151  0.4373
H: -3.376 0.807 -1.165  0.1897
H: 2.270 -1.153 1.699  0.2291

iv) Density functional theory data (the ωB97M-V functional and the def2-TZVPD basis) for a structure of composition C2H8N3.

As for the spin multiplicity: 1. The HOMO energy is -14.37 eV. As for the total charge: +1.

Each line ends with the natural charge from an NBO analysis.
Atoms and positions in Å:
C: -0.179 1.539 -0.761  -0.2181
H: 0.436 2.217 -1.321  0.2349
H: -0.855 -1.709 2.191  0.3989
H: 0.228 0.149 2.226  0.3757
H: 0.224 -2.339 1.120  0.3897
N: 0.622 -0.465 1.506  -0.1449
H: 1.307 0.067 -0.354  0.4007
H: -0.068 0.050 -2.330  0.2389
H: -0.893 1.984 -0.143  0.2217
H: -1.607 -0.056 -1.324  0.2452
C: -0.584 0.191 -1.367  -0.2430
N: -0.134 -1.504 1.563  -0.4935
N: 0.413 0.335 -0.165  -0.4061

Which of them is the most stable, and which is the least stable? iii) and i), in that order.

i) Density functional theory data (the ωB97M-V functional and the def2-TZVPD basis) for the molecule C3H2N4.

Its SMILES is N#Cc1nc[nH]n1. As for the spin multiplicity: 1. The HOMO energy is -10.42 eV.

Each line ends with the natural charge from an NBO analysis.
Atoms and positions in Å:
H: -2.073 -1.175 0.311  0.4330
N: 0.151 1.084 -0.160  -0.4094
H: -1.943 1.388 0.187  0.2130
N: -1.259 -0.601 -0.019  -0.3215
C: -1.146 0.733 -0.008  0.1602
C: 0.782 -0.112 -0.144  0.1579
N: 3.367 -0.032 0.047  -0.2567
C: 2.204 -0.104 -0.065  0.2492
N: -0.084 -1.181 -0.151  -0.2256

ii) Density functional theory data (the ωB97M-V functional and the def2-TZVPD basis) for a structure of composition C3H2N4.

As for the spin multiplicity: 1. The HOMO energy (alpha / beta) is -9.39 / -9.39 eV.

Each line ends with the natural charge from an NBO analysis.
Atoms and positions in Å:
N: -1.278 -0.127 0.194  -0.2391
C: -0.522 -0.968 -0.558  -0.1660
N: -0.696 0.983 0.539  -0.0139
H: -2.242 -0.248 0.479  0.4335
C: 0.670 -0.333 -0.840  -0.0401
C: 1.746 0.808 0.311  0.3974
H: -0.883 -1.930 -0.860  0.2328
N: 0.463 0.855 -0.156  -0.2742
N: 2.741 0.960 0.891  -0.3304

Which of them is the most stable, and which is the least stable? i) and ii), in that order.